# C3H37NO16

A cluster of 16 separate species, C3H37NO16 in total (ωB97M-V with the def2-TZVPD basis set, the Open Molecules 2025 dataset).

Structure (XYZ):
```
57
Properties=species:S:1:pos:R:3:lowdin_charge:R:1
O 2.70 1.79 1.27 0.14
C 2.39 1.38 2.30 -0.19
C 0.99 0.90 2.70 -0.25
C 0.23 2.05 3.48 0.00
N 0.18 0.24 1.59 0.32
H 3.24 1.44 3.06 0.19
H 1.18 -0.01 3.44 0.20
H 1.01 2.52 4.11 0.11
H -0.68 1.60 3.97 0.11
H -0.21 2.65 2.67 0.07
H 0.90 -0.06 0.91 0.10
H -0.44 0.71 0.96 0.08
H 1.51 3.09 -1.39 0.02
H 2.02 2.76 0.00 -0.04
O 1.42 3.32 -0.45 -0.05
H -2.54 -2.35 -2.41 -0.05
H -2.02 -0.92 -2.55 0.01
O -1.88 -1.87 -2.72 -0.01
H -2.01 1.41 -2.10 0.06
H -2.04 1.12 -3.65 0.00
O -2.41 0.84 -2.88 -0.04
H 1.07 -0.90 -0.93 0.07
H 0.23 -0.45 -2.24 0.01
O 0.86 -0.17 -1.63 -0.05
H 3.55 0.68 -2.03 0.00
H 4.42 0.81 -0.61 0.06
O 4.36 0.36 -1.52 -0.11
H -1.41 2.74 0.05 0.05
H -0.40 2.63 -1.24 0.05
O -1.13 2.18 -0.76 -0.12
H 2.31 1.49 -3.58 0.09
H 1.75 1.01 -2.20 0.00
O 2.30 1.72 -2.64 -0.08
H -1.97 -3.92 -1.31 0.08
H -2.68 -3.41 0.02 -0.06
O -2.69 -3.57 -0.81 0.07
H 3.16 -1.96 -1.20 0.03
H 2.28 -3.10 -1.10 0.05
O 2.32 -2.20 -0.90 0.01
H -2.39 3.64 1.83 0.09
H -2.99 2.27 1.52 0.04
O -2.67 3.07 1.07 -0.04
H -1.19 -0.61 -0.58 0.04
H -1.83 -2.06 -0.64 -0.01
O -1.36 -1.44 -0.11 -0.06
H -0.19 -2.48 -3.82 0.01
H 1.32 -2.38 -3.14 0.04
O 0.70 -2.87 -3.77 -0.09
H 1.14 -1.93 1.79 0.06
H 0.75 -2.61 3.25 0.10
O 1.57 -2.22 2.72 -0.15
H -1.28 -2.02 1.50 0.06
H -2.04 -2.02 2.78 0.04
O -1.48 -2.74 2.33 -0.16
H -3.17 -0.14 1.12 0.04
H -3.79 -0.10 2.44 0.04
O -2.99 0.09 2.02 -0.01
```

The energy relative to the best compared isomer or geometry (same formula, charge and spin) comes out at 0.0 kcal per mole. The molar mass is 343.32 u. The total energy comes out at -37950.07906 eV. The total charge is +1. Its spin multiplicity is 2. The expectation value of S² is 0.7567. The calculation puts the lowest unoccupied orbital energy (spin up / spin down) at -0.133 / -0.321 Ha. The HOMO-LUMO gap (spin up / spin down) is 9.91 / 4.79 eV.



# C3H38N2O14

A cluster of 15 separate species, C3H38N2O14 in total (ωB97M-V with the def2-TZVPD basis set, the Open Molecules 2025 dataset).

Structure (XYZ):
```
57
Properties=species:S:1:pos:R:3:lowdin_charge:R:1
C 1.26 -1.19 -0.09 -0.29
C 0.58 -1.25 1.28 -0.21
C 1.20 -0.24 2.26 -0.21
N 0.84 1.09 1.69 -0.01
N 0.62 -2.11 -1.03 0.01
H 1.34 -0.15 -0.40 0.10
H 2.26 -1.57 0.10 0.09
H -0.51 -1.18 1.24 0.08
H 0.64 -2.27 1.69 0.11
H 2.27 -0.30 2.06 0.11
H 0.87 -0.44 3.27 0.08
H 0.00 1.03 1.12 0.04
H 0.57 1.66 2.48 0.04
H 1.10 -2.20 -1.92 0.06
H -0.27 -1.70 -1.28 0.03
H -1.16 -3.57 -2.28 0.04
H -2.61 -3.68 -2.36 0.05
O -1.94 -3.00 -2.18 -0.07
H -2.40 2.30 1.29 0.02
H -1.84 3.12 2.43 0.06
O -2.28 2.28 2.26 -0.06
H 2.90 -3.66 0.66 0.03
H 1.77 -3.76 -0.41 0.00
O 2.62 -4.14 -0.13 -0.07
H -0.71 1.82 4.79 0.06
H -1.46 1.27 3.56 0.01
O -0.66 1.14 4.11 -0.07
H 0.27 2.19 -2.87 -0.01
H 0.64 3.33 -3.78 0.04
O 0.52 3.13 -2.85 -0.07
H -1.55 -0.37 -0.56 0.02
H -2.54 0.68 -0.95 0.02
O -1.83 0.52 -0.29 -0.07
H 2.44 -0.19 -3.71 0.05
H 2.85 -1.66 -3.78 0.05
O 2.11 -1.07 -3.94 -0.07
H -0.65 -0.22 -3.60 0.04
H 0.06 0.44 -4.77 0.06
O -0.14 0.57 -3.83 -0.05
H 2.07 3.67 2.44 0.01
H 1.95 2.77 1.23 -0.01
O 2.46 3.54 1.58 -0.09
H -0.25 -2.29 3.81 0.01
H -1.28 -1.42 4.13 0.00
O -0.93 -2.24 4.51 -0.07
H -3.39 -0.27 -2.64 0.05
H -3.56 1.16 -3.07 0.07
O -3.73 0.58 -2.31 -0.03
H -1.29 2.83 -1.15 0.01
H -1.18 4.01 -0.19 0.05
O -1.82 3.39 -0.57 -0.05
H 4.58 0.31 -0.28 0.05
H 3.53 -0.36 -1.29 -0.01
O 4.44 -0.31 -1.00 -0.05
H -2.88 -0.81 1.09 0.02
H -3.22 -0.28 2.45 0.05
O -2.65 -0.92 2.02 -0.05
```

The energy relative to the best compared isomer or geometry (same formula, charge and spin) comes out at 37.5 kcal per mole. The molar mass is 326.34 u. The total energy comes out at -35372.82413 eV. Its spin multiplicity is 1. The calculation puts the lowest unoccupied orbital energy at -0.019 Ha. The HOMO-LUMO gap is 8.74 eV.



# C3H3AgCl9F2

A structure of composition C3H3AgCl9F2 (ωB97M-V with the def2-TZVPD basis set, the Open Molecules 2025 dataset).

Structure (XYZ):
```
18
Properties=species:S:1:pos:R:3:lowdin_charge:R:1
Ag 0.25 0.46 0.24 0.76
F -1.44 0.90 1.51 -0.24
F 1.58 -0.26 -1.40 -0.07
C -1.20 3.80 -1.80 -1.43
Cl -0.62 2.09 -1.67 0.52
Cl -0.43 4.81 -3.11 0.54
Cl -0.88 4.60 -0.29 0.58
H -2.25 3.83 -2.07 0.03
C -1.92 -2.88 -2.00 -1.42
Cl -1.43 -1.27 -1.43 0.51
Cl -2.97 -3.60 -0.70 0.53
Cl -0.47 -3.89 -2.33 0.54
H -2.48 -2.80 -2.93 0.03
C 2.92 -1.27 3.52 -1.47
Cl 1.99 -0.52 2.25 0.50
Cl 1.77 -1.70 4.84 0.52
Cl 4.13 -0.12 4.18 0.54
H 3.44 -2.17 3.20 0.03
```

The molar mass is 504.00 u. The total energy comes out at -125281.16083 eV. The total charge is +1. Its spin multiplicity is 3. The expectation value of S² is 2.0135. The calculation puts the lowest unoccupied orbital energy (spin up / spin down) at -0.176 / -0.358 Ha. The HOMO-LUMO gap (spin up / spin down) is 9.22 / 4.27 eV.



The lowest spin multiplicity belongs to which entry? C3H38N2O14



The highest spin multiplicity belongs to which entry? C3H3AgCl9F2



spin multiplicity of number 3 (C3H3AgCl9F2)? 3